Entry one
2 unconnected molecules or ions with the total composition C5H14S. Source: OMol25; level of theory: ωB97M-V/def2-TZVPD.

Last column: Löwdin charge in e.
Atoms and positions in Å:
C: -0.5361 0.1899 -2.9028  -0.1246
C: -1.9032 0.0122 -2.2341  -0.3146
C: -2.1640 0.9399 -1.0528  -0.1232
H: 0.2739 0.4344 -2.2139  0.0558
H: -0.5367 0.9924 -3.6372  0.0663
H: -0.2912 -0.7284 -3.4398  0.0661
H: -2.6079 0.2141 -3.0465  0.0945
H: -2.0596 -1.0174 -1.9318  0.0883
H: -1.5172 1.8161 -1.0134  0.0697
H: -3.1850 1.3090 -0.9511  0.0630
H: -1.9925 0.3973 -0.1184  0.0519
C: 0.3645 -1.4927 1.1788  -0.4284
S: 1.4432 -0.0408 1.0244  0.6920
C: 1.5110 0.4657 2.8070  -0.3997
H: -0.2696 -1.3806 2.0575  0.0357
H: -0.3560 -1.4651 0.3581  0.0071
H: 0.9420 -2.4085 1.1366  0.0270
H: 2.3318 1.1584 2.9404  0.0229
H: 1.6682 -0.4685 3.3410  0.0241
H: 0.5415 0.8695 3.0846  0.0262

E_HOMO (eV): -8.5
Multiplicity: 1
SMILES string: CCC.CSC

=====

Entry two
2 unconnected molecules or ions with the total composition C5H14S. Source: OMol25; level of theory: ωB97M-V/def2-TZVPD.

Last column: Löwdin charge in e.
Atoms and positions in Å:
C: 2.0506 0.8261 -1.8606  -0.1151
C: 1.9414 -0.2960 -0.8102  -0.3583
C: 1.9667 0.1034 0.6256  -0.1441
H: 2.8078 1.5375 -1.5360  0.0623
H: 2.1277 0.4343 -2.8952  0.0733
H: 1.1358 1.4371 -1.9313  0.0646
H: 2.6909 -1.1781 -1.0132  0.1351
H: 1.1117 -0.9028 -1.0126  0.0535
H: 2.3679 -0.8040 1.0777  0.0626
H: 1.0824 0.6028 1.0723  0.0749
H: 2.9259 0.6432 0.8459  0.0814
C: -2.7828 0.7898 1.6987  -0.4733
S: -2.2027 0.5350 0.0451  0.6954
C: -2.1461 -1.2675 -0.0440  -0.4462
H: -2.3495 0.0208 2.4248  0.0639
H: -2.5575 1.8513 1.8854  0.0298
H: -3.8485 0.6028 1.7972  0.0212
H: -2.0872 -1.7174 -1.0267  0.0184
H: -3.1172 -1.7489 0.2196  0.0496
H: -1.1175 -1.4693 0.4376  0.0511

E_HOMO (eV): -8.4
Multiplicity: 1
SMILES string: CCC.CSC

=====

Entry three
2 unconnected molecules or ions with the total composition C5H14S. Source: OMol25; level of theory: ωB97M-V/def2-TZVPD.

Last column: Löwdin charge in e.
Atoms and positions in Å:
C: 1.3304 1.7001 1.8927  -0.2281
C: 1.3640 0.6363 0.8554  -0.4933
S: 2.1550 1.3622 -0.7389  0.7543
C: 1.8644 0.0923 -1.9406  -0.4853
H: 1.2246 2.7927 1.7596  0.0663
H: 2.2384 1.6327 2.5827  0.0804
H: 0.5873 1.4634 2.7825  0.1031
H: 2.1240 -0.1397 1.1069  0.0782
H: 0.3907 0.2118 0.5103  0.0261
H: 0.8281 -0.2047 -2.0839  0.0113
H: 2.1766 0.4343 -2.9426  0.0385
H: 2.3984 -0.8292 -1.7529  0.0284
C: -1.6715 -0.8274 -0.2527  -0.1949
C: -3.0323 -1.4898 -0.2535  -0.1644
H: -1.7272 0.2617 -0.1803  0.0704
H: -1.1698 -1.0976 0.7061  0.0652
H: -0.8750 -1.1161 -0.9417  0.0506
H: -3.5320 -1.4778 0.6906  0.0571
H: -3.0095 -2.4418 -0.7988  0.0672
H: -3.6647 -0.9637 -1.0009  0.0690

E_HOMO (eV): -8.4
Multiplicity: 1
SMILES string: CCSC.CC

=====

Need the numbers? Relative energies in kcal/mol: entry one 0.0; entry two 24.9; entry three 19.1.

=====

Entry one
2 unconnected molecules or ions with the total composition C5H14S. Source: OMol25; level of theory: ωB97M-V/def2-TZVPD.

Last column: Löwdin charge in e.
Atoms and positions in Å:
C: -1.2030 1.9399 0.1712  -0.1166
C: 0.2355 2.3237 0.5201  -0.3189
C: 0.4495 2.5912 2.0020  -0.1235
H: -1.8653 1.5552 0.9499  0.0749
H: -1.2278 1.1795 -0.6090  0.0358
H: -1.7267 2.7868 -0.2703  0.0678
H: 0.9237 1.5412 0.1953  0.0729
H: 0.4270 3.2059 -0.0870  0.0978
H: 0.0514 1.7589 2.5805  0.0682
H: 1.4631 2.8701 2.2879  0.0667
H: -0.1258 3.4846 2.2802  0.0734
C: 0.4223 -1.6067 0.8047  -0.4070
S: 0.0358 -2.3363 -0.8277  0.7273
C: 0.0458 -0.9593 -2.0113  -0.4335
H: -0.3802 -1.8203 1.5071  0.0249
H: 1.3039 -2.1379 1.1618  0.0202
H: 0.6437 -0.5469 0.7764  0.0077
H: -0.8921 -0.4132 -1.9619  0.0078
H: 0.1221 -1.4193 -2.9912  0.0225
H: 0.8921 -0.3023 -1.8280  0.0315

E_HOMO (eV): -8.4
Multiplicity: 1
SMILES string: CCC.CSC

=====

Entry two
2 unconnected molecules or ions with the total composition C5H14S. Source: OMol25; level of theory: ωB97M-V/def2-TZVPD.

Last column: Löwdin charge in e.
Atoms and positions in Å:
C: -1.5116 -1.5683 -0.2350  -0.1910
C: -2.0317 -0.1683 -0.0378  -0.5529
S: -1.0274 1.2842 -0.7457  0.7263
C: -1.8910 2.8230 -0.3990  -0.4612
H: -2.2586 -2.3249 -0.0312  0.0669
H: -0.7078 -1.7349 0.4147  0.0367
H: -1.3131 -1.6626 -1.3701  0.1048
H: -3.0281 -0.1242 -0.4988  0.0533
H: -2.2870 -0.0652 1.1683  0.1296
H: -2.1441 2.7615 0.6645  0.0191
H: -1.2408 3.6666 -0.6275  0.0269
H: -2.9294 2.9086 -0.8793  0.0589
C: 2.7865 -0.7585 -0.4160  -0.2178
C: 2.9159 -0.6886 1.1086  -0.2088
H: 1.7973 -0.0086 -0.6580  0.0950
H: 3.6857 -0.4129 -0.9570  0.0516
H: 2.5300 -1.6435 -0.9553  0.0276
H: 2.3420 0.2765 1.4307  0.0847
H: 3.9446 -0.8649 1.5133  0.0539
H: 2.3687 -1.6949 1.5106  0.0963

E_HOMO (eV): -8.5
Multiplicity: 1
SMILES string: CCSC.CC

=====

Entry three
2 unconnected molecules or ions with the total composition C5H14S. Source: OMol25; level of theory: ωB97M-V/def2-TZVPD.

Last column: Löwdin charge in e.
Atoms and positions in Å:
C: -1.2342 -0.7696 0.4979  -0.1949
C: -1.2079 -2.0213 -0.3283  -0.5759
S: -0.5839 -3.5058 0.5550  0.7570
C: 1.1756 -2.9714 0.7532  -0.3994
H: -1.2674 0.0991 -0.1941  0.0625
H: -0.4158 -0.5769 1.1819  0.0540
H: -2.0704 -0.3864 1.1063  0.0773
H: -2.1525 -2.1450 -0.9120  0.0864
H: -0.6582 -1.9612 -1.2753  0.0620
H: 1.3972 -2.1387 1.4126  0.0281
H: 1.6810 -3.7911 1.2336  0.0146
H: 1.5619 -2.8255 -0.2509  0.0300
C: 0.0600 3.2066 0.0931  -0.1637
C: 0.8833 2.5340 -1.0273  -0.1678
H: -0.2523 2.3299 0.6824  0.0481
H: 0.5414 3.9106 0.7625  0.0562
H: -0.7798 3.7561 -0.3439  0.0618
H: 1.9130 2.3685 -0.6836  0.0647
H: 0.9835 3.2472 -1.8547  0.0582
H: 0.4254 1.6407 -1.4085  0.0408

E_HOMO (eV): -8.6
Multiplicity: 1
SMILES string: CCSC.CC

=====

Need the numbers? Relative energies in kcal/mol: entry one 0.0; entry two 37.4; entry three 13.9.

=====

Entry one
C4H7NS in the gas phase. Source: OMol25; level of theory: ωB97M-V/def2-TZVPD.

Last column: Löwdin charge in e.
Atoms and positions in Å:
C: 1.9492 0.0744 -1.0106  0.1264
C: 1.0954 -0.4179 -0.3671  -0.2046
C: -0.1129 -0.7543 0.3531  -0.6643
S: -0.8411 -2.3327 -0.3115  0.7135
C: -1.1131 0.3924 0.3514  -0.3194
N: -0.4359 1.6580 0.5344  -0.0157
H: 2.9237 0.3696 -1.1592  0.0212
H: 0.0230 -1.1232 1.4208  0.1146
H: -0.4048 -2.1547 -1.5991  -0.1157
H: -1.5569 0.4806 -0.6088  0.0953
H: -1.9258 0.3107 1.0819  0.1201
H: 0.2795 1.8548 -0.1172  0.0289
H: 0.1197 1.6424 1.4317  0.0997

E_HOMO (eV): -9.1
Multiplicity: 1
SMILES string: C#C[C@H](S)CN

=====

Entry two
C4H7NS in the gas phase. Source: OMol25; level of theory: ωB97M-V/def2-TZVPD.

Last column: Löwdin charge in e.
Atoms and positions in Å:
H: -0.0128 1.6075 2.7452  0.0320
N: 0.3324 1.7047 1.8029  0.0661
C: 0.1338 0.7659 0.9865  -0.7425
C: 0.5008 0.8086 -0.4706  -0.1764
C: -0.3145 -0.3326 -1.1043  -0.2789
C: -0.2645 -1.4769 -0.1125  -0.4649
S: -0.6135 -0.7029 1.5164  0.9348
H: 1.5495 0.6537 -0.6190  0.1108
H: 0.2008 1.7490 -0.9597  0.1246
H: -1.3920 -0.0461 -1.2471  0.1260
H: 0.0953 -0.6206 -2.0624  0.1036
H: -0.9976 -2.2469 -0.3653  0.0752
H: 0.7821 -1.8634 -0.1102  0.0896

E_HOMO (eV): -8.9
Multiplicity: 1
SMILES string: [H]/N=C1/CCCS1

=====

Need the numbers? Relative energies in kcal/mol: entry one 56.2; entry two 0.0.

=====

Entry one
C4H7NS in the gas phase. Source: OMol25; level of theory: ωB97M-V/def2-TZVPD.

Last column: Löwdin charge in e.
Atoms and positions in Å:
C: 0.4159 0.8196 0.9762  -0.1671
N: -0.5071 -0.4122 1.0725  -0.0517
C: -0.8042 -0.9566 -0.3165  -0.1948
C: 0.3596 -0.2779 -1.0073  -0.6304
S: 0.8643 0.9640 -2.1697  0.8906
C: 0.1886 1.0800 -0.4980  -0.5692
H: 1.4328 0.5023 1.1542  0.0992
H: 0.0915 1.5295 1.7354  0.1038
H: 0.0687 -1.1869 1.4773  0.1050
H: -1.7467 -0.6211 -0.6400  0.0844
H: -0.8355 -2.0478 -0.4635  0.1151
H: 1.3263 -0.7807 -0.6963  0.1150
H: -0.8541 1.3876 -0.6244  0.1000

E_HOMO (eV): -8.9
Multiplicity: 1
SMILES string: C1NC[C@H]2S[C@H]12

=====

Entry two
2 unconnected molecules or ions with the total composition C4H7NS. Source: OMol25; level of theory: ωB97M-V/def2-TZVPD.

Last column: Löwdin charge in e.
Atoms and positions in Å:
C: 1.7461 -1.0401 -0.0023  -0.0734
C: 0.5093 0.7568 -0.1101  -0.7400
C: -1.7375 0.3530 0.5560  -0.1096
C: -0.7594 0.2482 -0.6432  -0.3667
N: 2.9601 -1.3594 0.0563  0.0768
S: 0.8382 2.2726 0.1097  0.7150
H: 3.7280 -0.7341 0.1843  0.0456
H: 0.8354 -1.6353 0.0596  0.0477
H: -1.8818 -0.5468 1.1711  0.0848
H: -2.6709 0.4969 0.0564  0.0652
H: -1.5405 1.1135 1.1971  0.0165
H: -1.1586 0.8610 -1.5101  0.1190
H: -0.8685 -0.7863 -1.1247  0.1190

E_HOMO (eV): -7.7
Multiplicity: 1

=====

Need the numbers? Relative energies in kcal/mol: entry one 0.0; entry two 18.8.

=====

Entry one
C4H7NS in the gas phase. Source: OMol25; level of theory: ωB97M-V/def2-TZVPD.

Last column: Löwdin charge in e.
Atoms and positions in Å:
S: -2.5240 -0.1893 -0.3081  0.7498
C: -1.0382 0.2691 0.7431  -0.5839
C: 0.0734 -0.8777 0.2662  -0.2240
C: 0.9826 -0.1228 -0.5655  -0.1947
C: 0.5597 1.3050 -0.3512  -0.1459
N: -0.5019 1.5050 0.3206  0.0141
H: -3.3938 0.6226 0.1279  -0.2178
H: -1.2098 0.0667 1.7924  0.0952
H: -0.4259 -1.6774 -0.1277  0.0512
H: 0.3287 -1.2104 1.1767  0.0642
H: 0.9495 -0.5279 -1.6622  0.1564
H: 1.9661 -0.3563 -0.1845  0.1060
H: 1.2268 2.1006 -0.7993  0.1295

E_HOMO (eV): -9.2
Multiplicity: 1
SMILES string: S[C@H]1CCC=N1

=====

Entry two
C4H7NS in the gas phase. Source: OMol25; level of theory: ωB97M-V/def2-TZVPD.

Last column: Löwdin charge in e.
Atoms and positions in Å:
C: 0.9550 1.4868 -1.4097  -0.0766
C: -0.1027 0.3549 -1.0335  -0.4340
N: -1.5254 0.6870 -0.7301  -0.0356
C: -1.3852 0.1539 0.6903  -0.1952
C: 0.0056 -0.4274 0.2911  -0.8216
S: 0.9278 -1.3068 1.1810  0.7548
H: 0.8336 2.4959 -0.8060  0.0963
H: 0.7991 1.6104 -2.6254  0.1182
H: 2.0743 1.2123 -1.3404  0.0814
H: -0.1269 -0.4150 -1.8571  0.1386
H: -1.2891 1.8262 -0.7023  0.1538
H: -1.2266 0.7025 1.5941  0.0973
H: -2.0671 -0.7407 0.7217  0.1226

E_HOMO (eV): -8.6
Multiplicity: 1
SMILES string: C[C@@H]1NCC1=S

=====

Need the numbers? Relative energies in kcal/mol: entry one 0.0; entry two 38.6.

=====

Entry one
2 unconnected molecules or ions with the total composition C4H7NS. Source: OMol25; level of theory: ωB97M-V/def2-TZVPD.

Last column: Löwdin charge in e.
Atoms and positions in Å:
C: 2.5584 -1.1126 0.3517  -0.1654
C: -1.1673 0.6765 -0.1698  -0.7103
C: -0.1273 1.4037 -0.9506  -0.2978
C: -2.4286 0.0794 -0.6588  -0.0962
N: 2.3272 -0.0241 0.8930  0.0243
S: -0.6672 2.3698 0.3889  0.7834
H: 1.8081 -1.5048 -0.3840  0.0686
H: 3.4155 -1.7793 0.6795  0.0799
H: -0.6772 0.0681 0.6531  0.0838
H: 3.0835 0.1552 1.5414  0.0396
H: -3.2395 0.0193 0.0102  0.0699
H: -2.1649 -0.9028 -0.8160  0.0579
H: -2.7207 0.5515 -1.5386  0.0623

E_HOMO (eV): -8.8
Multiplicity: 1

=====

Entry two
C4H7NS in the gas phase. Source: OMol25; level of theory: ωB97M-V/def2-TZVPD.

Last column: Löwdin charge in e.
Atoms and positions in Å:
C: -1.7185 1.5659 -1.2711  -0.0162
C: -0.6884 1.2314 -0.5581  -0.0998
C: 0.4059 0.8133 0.1385  -0.2171
N: 0.9515 -0.4079 0.4607  -0.5821
C: 0.1854 -1.5619 0.0112  -0.1941
S: 2.3496 -0.8219 1.4525  0.7377
H: -1.9198 1.3700 -2.2864  0.0414
H: -2.4331 1.9919 -0.5452  0.0663
H: 1.0701 1.5694 0.5539  0.0973
H: 0.1240 -1.4456 -1.1816  0.1215
H: 0.4958 -2.5641 0.2999  0.0480
H: -0.9540 -1.6409 0.2448  0.1001
H: 2.1311 -0.0996 2.6809  -0.1028

E_HOMO (eV): -7.7
Multiplicity: 1
SMILES string: C=C=CN(C)S

=====

Need the numbers? Relative energies in kcal/mol: entry one 15.3; entry two 0.0.